Entry 1:
{
  "formula": "C2H6OP2S3",
  "method": "the ωB97M-V functional and the def2-TZVPD basis",
  "homo_energy_ha": [-0.3110, -0.3188],
  "relative_energy_ev": 3.096,
  "fmax_ha_per_bohr": 0.105,
  "gap_ev": [4.593, 5.044],
  "energy_ev": -55300.926,
  "lumo_ev": [-3.87, -3.63],
  "elements": ["C", "C", "O", "P", "P", "S", "S", "S", "H", "H", "H", "H", "H", "H"],
  "xyz": [[-0.526494, 0.879300, -0.283046], [1.793698, 0.541448, 1.315569], [-0.375215, -1.776223, -1.185086], [1.264489, 1.099854, -0.381645], [-1.037393, -0.899758, -0.224809], [1.896172, 0.188734, -2.025786], [-1.003137, -1.400001, 1.676096], [-3.030158, -0.807676, -1.109282], [-0.926145, 1.343798, 0.541833], [-0.901871, 1.318525, -1.138029], [1.580554, 1.185701, 2.123480], [1.024330, -0.176942, 1.510764], [2.829580, 0.097826, 1.092029], [-2.588409, -1.594585, -1.912088]],
  "atomic_forces_ev_per_a": [[2.39, 0.14, -0.72], [2.28, -0.28, -2.99], [1.60, -0.34, -1.41], [-0.80, -2.74, -0.22], [-1.76, -1.25, 1.16], [-0.27, 1.29, 2.00], [-0.19, 0.41, 0.02], [-1.32, 3.54, 3.87], [-0.88, 1.13, 2.07], [-1.17, 0.71, -2.02], [0.72, 1.42, 0.71], [-0.79, -1.58, -0.30], [-1.46, 0.73, 1.27], [1.65, -3.19, -3.44]],
  "lowdin_charge": [-0.5484, -0.2416, -0.4958, 0.5631, -0.1864, 0.3899, 0.2297, 0.5196, 0.0205, 0.0101, 0.0395, -0.0858, 0.0844, -0.2986]
}


Entry 2:
{
  "formula": "C3H4O3",
  "method": "the ωB97M-V functional and the def2-TZVPD basis",
  "homo_energy_ha": -0.3790,
  "relative_energy_ev": 5.725,
  "fmax_ha_per_bohr": 0.268,
  "gap_ev": 9.635,
  "energy_ev": -9312.976,
  "lumo_ev": -0.68,
  "elements": ["C", "C", "C", "H", "H", "H", "H", "O", "O", "O"],
  "xyz": [[0.969045, -0.599905, -1.295310], [-0.099461, 0.280512, -0.644796], [-0.056238, 0.132731, 0.783621], [0.275096, -1.737361, -1.422108], [1.175170, -0.262153, -2.465712], [2.183119, -0.875709, -0.733010], [1.746492, -0.727156, 0.819162], [-1.083615, 0.618661, -1.356778], [0.616936, -0.792746, 1.435734], [-0.815814, 0.764379, 1.263616]],
  "atomic_forces_ev_per_a": [[1.45, -2.70, -3.46], [-0.48, -2.47, -6.40], [4.29, -4.01, -2.88], [2.57, 3.31, 0.58], [-0.37, -0.92, 3.23], [-3.84, 0.96, -1.70], [-4.99, -0.78, 2.70], [3.53, -0.31, 3.10], [6.68, -0.56, -2.58], [-8.85, 7.47, 7.42]],
  "lowdin_charge": [-0.0639, -0.3787, -0.7031, 0.1932, 0.1243, 0.1489, 0.2626, 0.1002, 0.0566, 0.2600]
}


Entry 3:
{
  "formula": "CH2BrF2P",
  "method": "the ωB97M-V functional and the def2-TZVPD basis",
  "homo_energy_ha": -0.3481,
  "relative_energy_ev": 1.464,
  "fmax_ha_per_bohr": 0.053,
  "gap_ev": 9.380,
  "energy_ev": -85833.839,
  "lumo_ev": -0.09,
  "elements": ["C", "F", "F", "P", "Br", "H", "H"],
  "xyz": [[2.830102, 2.711762, -1.558191], [4.003704, 2.491082, -0.971652], [2.958800, 2.266528, -2.813490], [1.355281, 3.121579, -0.830445], [1.953049, 3.464077, 1.245378], [0.090202, -1.385330, -0.279185], [0.166955, -0.579972, -0.044073]],
  "atomic_forces_ev_per_a": [[0.84, -1.38, 0.20], [-0.60, 0.56, -0.05], [-0.60, 0.72, 0.56], [0.11, 0.06, -0.95], [0.25, 0.03, 0.24], [0.25, 2.61, 0.76], [-0.24, -2.60, -0.76]],
  "lowdin_charge": [-0.7716, 0.0292, 0.0398, 0.5002, 0.1937, 0.0113, -0.0025]
}


Entry 4:
{
  "formula": "C27H28NOPPtS2",
  "method": "the ωB97M-V functional and the def2-TZVPD basis",
  "homo_energy_ha": -0.2763,
  "relative_energy_ev": 1.057,
  "fmax_ha_per_bohr": 0.044,
  "gap_ev": 6.903,
  "energy_ev": -66197.950,
  "lumo_ev": -0.62,
  "elements": ["Pt", "C", "C", "C", "C", "N", "C", "C", "C", "C", "C", "C", "C", "H", "H", "H", "H", "H", "H", "H", "H", "S", "P", "S", "C", "C", "C", "C", "C", "C", "C", "C", "C", "C", "C", "C", "H", "H", "H", "H", "H", "H", "H", "H", "H", "H", "C", "C", "O", "C", "C", "H", "H", "H", "H", "H", "H", "H", "H", "H", "H"],
  "xyz": [[0.680553, -0.313405, 0.165337], [4.600826, -0.557044, -1.686073], [5.387264, -0.210070, -0.596914], [4.835180, -0.227283, 0.668662], [3.494650, -0.566128, 0.825569], [2.730916, -0.864020, -0.245486], [3.280422, -0.875579, -1.465017], [2.805090, -0.558473, 2.105078], [3.476094, -0.779255, 3.304731], [2.789896, -0.729672, 4.502996], [1.437803, -0.408687, 4.487816], [0.778087, -0.189624, 3.282398], [1.432342, -0.299775, 2.060075], [5.000853, -0.572937, -2.689958], [6.421405, 0.082935, -0.739088], [5.422426, 0.047332, 1.535193], [2.632107, -1.169794, -2.279235], [4.535576, -1.017763, 3.296403], [3.300658, -0.936890, 5.435093], [0.888389, -0.331581, 5.419546], [-0.255840, 0.087666, 3.315481], [-2.085294, 0.606468, -3.407457], [-1.782718, -0.666837, -1.955202], [0.046309, -1.532972, -1.865400], [-3.068534, -1.963961, -1.899988], [-4.403985, -1.557074, -1.960757], [-5.423027, -2.496335, -1.867400], [-5.114582, -3.845602, -1.716406], [-3.788369, -4.252766, -1.670546], [-2.762274, -3.313127, -1.762011], [-2.009065, 0.082049, -0.307290], [-1.827380, -0.719098, 0.830341], [-2.266281, -0.242314, 2.072708], [-2.798384, 1.023861, 2.188080], [-2.940569, 1.833089, 1.055305], [-2.565466, 1.360619, -0.187180], [-4.636160, -0.505398, -2.093452], [-6.460036, -2.176004, -1.915184], [-5.910019, -4.580386, -1.642087], [-3.546082, -5.305658, -1.560087], [-1.726255, -3.625678, -1.726540], [-1.520098, -1.754368, 0.731479], [-2.218191, -0.886948, 2.941123], [-3.133184, 1.381265, 3.155513], [-3.382081, 2.819789, 1.142314], [-2.718364, 1.950501, -1.084412], [1.708731, 1.582510, -3.116615], [0.812918, 2.509907, -2.340979], [0.854099, 2.187060, -0.945846], [0.341175, 3.268197, -0.166335], [0.409164, 2.945726, 1.304527], [1.652046, 1.820066, -4.181771], [1.389304, 0.549504, -2.969980], [2.746335, 1.691823, -2.781460], [-0.215224, 2.440152, -2.700188], [1.152564, 3.545395, -2.462901], [-0.691692, 3.472421, -0.464366], [0.931036, 4.162549, -0.385237], [-0.192708, 2.064435, 1.519129], [0.030807, 3.781670, 1.897328], [1.436838, 2.735516, 1.596602]],
  "atomic_forces_ev_per_a": [[0.74, -2.13, 0.16], [0.13, -0.14, 0.06], [0.08, 0.06, 0.05], [0.15, -0.17, -0.07], [0.33, -0.08, -0.07], [-0.85, 1.11, 0.50], [-0.25, -0.22, -0.19], [0.13, 0.05, 0.20], [0.16, -0.06, 0.03], [-0.01, 0.00, 0.05], [-0.02, -0.02, -0.14], [0.21, 0.01, 0.27], [-0.38, 0.63, -0.49], [-0.05, -0.02, 0.01], [-0.06, -0.03, 0.02], [-0.07, 0.00, -0.05], [-0.06, 0.16, 0.04], [-0.07, 0.02, 0.02], [-0.02, 0.05, -0.02], [0.02, -0.01, -0.03], [-0.28, 0.07, 0.00], [-0.22, -0.02, 0.07], [-0.07, 0.00, -0.65], [-0.18, 0.18, 0.08], [-0.03, 0.01, -0.04], [-0.04, -0.16, 0.02], [0.05, 0.09, 0.02], [0.04, 0.01, -0.02], [0.07, 0.04, -0.01], [-0.18, -0.03, 0.03], [0.31, -0.02, 0.07], [0.08, 0.11, 0.10], [-0.01, 0.03, 0.06], [-0.08, 0.03, 0.00], [0.01, -0.08, -0.09], [0.04, 0.14, 0.20], [0.01, -0.06, -0.01], [0.14, -0.04, 0.01], [0.07, 0.08, -0.01], [-0.02, 0.12, -0.03], [0.00, 0.00, 0.02], [-0.02, -0.01, -0.05], [0.08, 0.00, -0.03], [0.01, -0.01, -0.07], [0.05, -0.05, 0.03], [0.04, -0.06, 0.01], [0.14, -0.09, 0.10], [0.02, 0.19, 0.11], [-0.01, 0.42, 0.09], [0.05, -0.15, -0.15], [0.07, -0.09, -0.12], [0.00, -0.04, 0.07], [-0.02, 0.10, -0.13], [-0.10, -0.02, -0.08], [-0.04, 0.00, 0.02], [0.01, 0.04, 0.00], [-0.09, 0.03, -0.07], [0.04, 0.12, -0.04], [-0.04, -0.07, 0.12], [0.02, -0.02, -0.05], [0.03, -0.01, 0.08]],
  "lowdin_charge": [0.8547, -0.0487, -0.0418, 0.0026, -0.2208, -0.0081, -0.1426, -0.2218, -0.0413, -0.0899, -0.0795, -0.1081, -0.2285, 0.1136, 0.1143, 0.1153, 0.0618, 0.1090, 0.1010, 0.1024, 0.0584, 0.2414, 0.0473, 0.2893, -0.3768, -0.0970, -0.0811, -0.0904, -0.0830, -0.1053, -0.4199, -0.1637, -0.0981, -0.0733, -0.0660, -0.1082, 0.0944, 0.1033, 0.1014, 0.1027, 0.0640, 0.0999, 0.1135, 0.1109, 0.1136, 0.0759, -0.0829, -0.2903, -0.2288, -0.2805, -0.0732, 0.0865, 0.0026, 0.0744, 0.0533, 0.1159, 0.1104, 0.1176, 0.0333, 0.0859, 0.0795]
}


Entry 5:
{
  "formula": "C5H8N2",
  "method": "the ωB97M-V functional and the def2-TZVPD basis",
  "homo_energy_ha": -0.3807,
  "relative_energy_ev": 2.079,
  "fmax_ha_per_bohr": 0.068,
  "smiles": "N#C[C@H](N)C1CC1",
  "gap_ev": 11.147,
  "energy_ev": -8292.917,
  "lumo_ev": 0.79,
  "elements": ["N", "C", "C", "N", "C", "C", "C", "H", "H", "H", "H", "H", "H", "H", "H"],
  "xyz": [[2.106023, -0.040194, -0.626375], [1.030100, -0.481368, 0.228496], [0.809214, 0.374420, 1.413807], [0.087489, 0.983624, 2.079080], [-0.332313, -0.534501, -0.499114], [-1.235276, 0.652035, -0.707137], [-1.610087, -0.395646, 0.338877], [2.945299, 0.036024, -0.055759], [1.873378, 0.897104, -0.938434], [1.255100, -1.481680, 0.604171], [-0.291265, -1.224877, -1.350590], [-0.927217, 1.616742, -0.329108], [-1.783664, 0.736578, -1.656812], [-2.419902, -1.061984, 0.002419], [-1.506883, -0.076273, 1.496472]],
  "atomic_forces_ev_per_a": [[0.18, 0.18, 0.01], [-0.32, -0.12, -0.01], [-1.44, 0.40, 0.10], [1.42, 0.30, 0.61], [-0.01, -0.07, 0.41], [0.09, 0.19, 0.28], [-0.08, 0.20, 0.49], [0.03, 0.01, -0.32], [0.17, 0.02, -0.16], [0.02, -0.06, -0.14], [-0.17, 0.00, 0.61], [0.09, 0.03, 0.11], [0.24, -0.32, 0.57], [0.36, 0.34, 0.68], [-0.58, -1.10, -3.26]],
  "lowdin_charge": [0.0441, -0.3790, -0.1681, 0.1593, -0.2579, -0.1366, -0.1190, 0.0809, 0.0831, 0.1434, 0.1411, 0.0882, 0.1030, 0.0942, 0.1233]
}


Entry 6:
{
  "formula": "C3H7S",
  "method": "the ωB97M-V functional and the def2-TZVPD basis",
  "homo_energy_ha": -0.0882,
  "relative_energy_ev": 0.705,
  "fmax_ha_per_bohr": 0.021,
  "gap_ev": 5.985,
  "energy_ev": -14059.756,
  "charge": -1,
  "lumo_ev": 3.59,
  "elements": ["S", "H", "C", "C", "C", "H", "H", "H", "H", "H", "H"],
  "xyz": [[-2.270217, 1.618798, 0.741364], [-1.019086, 2.040788, 0.997419], [2.225195, -1.177550, -1.686320], [1.642060, -1.562018, -0.369824], [0.901610, -0.785648, 0.405952], [2.584929, -1.987002, -2.317624], [1.502280, -0.607093, -2.278842], [3.052932, -0.471933, -1.557119], [1.907063, -2.525529, 0.072571], [0.632953, -1.095790, 1.408249], [0.536816, 0.179297, 0.066392]],
  "atomic_forces_ev_per_a": [[0.06, -0.01, -0.02], [-0.02, 0.02, 0.01], [-0.16, 0.80, -0.61], [0.24, -0.58, 0.85], [-0.04, 0.31, -0.28], [-0.05, -0.25, 0.19], [-0.09, -0.13, 0.05], [0.13, -0.21, 0.11], [0.21, 0.04, -0.35], [-0.20, 0.01, -0.14], [-0.07, 0.00, 0.18]],
  "lowdin_charge": [-0.4198, -0.5115, -0.1383, -0.2697, -0.0189, 0.0545, 0.0743, 0.0673, 0.0773, 0.0527, 0.0321]
}


Entry 7:
{
  "formula": "C5H8O",
  "method": "the ωB97M-V functional and the def2-TZVPD basis",
  "homo_energy_ha": -0.3287,
  "relative_energy_ev": 3.830,
  "fmax_ha_per_bohr": 0.008,
  "gap_ev": 9.190,
  "energy_ev": -7358.425,
  "lumo_ev": 0.25,
  "elements": ["C", "C", "C", "O", "C", "C", "H", "H", "H", "H", "H", "H", "H", "H"],
  "xyz": [[1.406586, 0.293170, -0.747382], [0.414560, 0.121847, 1.308360], [-0.899983, 0.777356, 1.147930], [-1.502603, 0.496588, -0.109632], [-0.928865, -0.729292, -0.524692], [0.491745, -0.679547, 0.055869], [1.304879, 0.064964, -1.813216], [2.449225, 0.180698, -0.444442], [1.117855, 1.342177, -0.608778], [-0.920787, 1.854640, 1.339703], [-1.461287, 0.292635, 1.979122], [-0.969675, -0.780833, -1.617198], [-1.489752, -1.584273, -0.109388], [0.988104, -1.650131, 0.143742]],
  "atomic_forces_ev_per_a": [[0.11, 0.10, -0.08], [-0.30, -0.01, -0.27], [0.23, 0.13, 0.17], [-0.07, 0.04, 0.00], [0.09, -0.20, -0.10], [-0.01, -0.11, 0.08], [0.01, 0.01, 0.17], [-0.18, 0.04, -0.04], [0.04, -0.17, -0.03], [0.00, -0.16, 0.02], [0.05, 0.01, -0.04], [0.03, 0.02, 0.15], [0.09, 0.14, -0.05], [-0.08, 0.17, 0.01]],
  "lowdin_charge": [-0.0521, 0.1156, -0.2606, -0.1395, -0.1911, -0.3814, 0.0897, 0.0821, 0.0886, 0.1272, 0.1409, 0.1236, 0.1228, 0.1341]
}


Entry 8:
{
  "formula": "C4H8O2",
  "method": "the ωB97M-V functional and the def2-TZVPD basis",
  "homo_energy_ha": -0.3677,
  "relative_energy_ev": 1.623,
  "fmax_ha_per_bohr": 0.006,
  "smiles": "C1COCOC1",
  "gap_ev": 11.012,
  "energy_ev": -8371.659,
  "lumo_ev": 1.01,
  "elements": ["C", "C", "O", "C", "O", "C", "H", "H", "H", "H", "H", "H", "H", "H"],
  "xyz": [[-0.117440, -0.283243, 1.112723], [-1.057330, 0.746016, 0.433508], [-0.585379, 1.277809, -0.793813], [0.138115, 0.349055, -1.538176], [1.328471, 0.007729, -0.900025], [1.083617, -0.763568, 0.261219], [0.261046, 0.147559, 2.041024], [-0.705229, -1.159458, 1.405292], [-2.055078, 0.313739, 0.277081], [-1.181841, 1.610270, 1.090785], [0.399466, 0.825780, -2.484277], [-0.464708, -0.560595, -1.729152], [2.000318, -0.692478, 0.849853], [0.955973, -1.818615, -0.026043]],
  "atomic_forces_ev_per_a": [[0.05, 0.04, 0.05], [-0.14, -0.04, 0.21], [0.05, 0.05, -0.02], [-0.03, -0.04, -0.26], [0.02, 0.06, -0.02], [0.04, -0.19, 0.21], [0.01, 0.05, -0.10], [0.08, 0.15, -0.04], [0.13, -0.06, -0.07], [-0.04, -0.14, -0.08], [-0.04, -0.04, 0.13], [0.03, 0.10, 0.07], [-0.10, -0.11, -0.05], [-0.07, 0.16, -0.03]],
  "lowdin_charge": [-0.1265, -0.1887, -0.0970, -0.2637, -0.0963, -0.1963, 0.1030, 0.1073, 0.1167, 0.1197, 0.1395, 0.1438, 0.1202, 0.1183]
}